[1]
Here is a 2-piece molecular cluster, C4H9O3 overall at a distorted geometry from OMol25. Energies are from ωB97M-V/def2-TZVPD.

The calculation puts the calculated total energy at -10436.2027 eV. Its HOMO-LUMO gap is 7.7 eV. The value obtained for the molar mass is 105.11 g mol⁻¹. Its charge is -1. The relative energy (zero: lowest compared OMol25 entry of this formula, charge and spin) comes out at 218.32 kJ/mol. The spin multiplicity is 1. The LUMO energy is 4.13 eV.

The geometry in XYZ format:
```
16
Properties=species:S:1:pos:R:3:forces:R:3:lowdin_charge:R:1
C -0.64426 -0.16292 -1.03197 -0.14 0.55 -0.55 -0.353
O -0.98602 -0.53786 0.23794 -0.54 0.05 -0.70 -0.235
C 0.89149 0.01058 -1.15357 -0.71 0.93 0.79 -0.170
C 1.51374 -0.39011 0.18251 -0.23 -0.38 0.08 -0.143
C 0.45664 -0.91006 1.19040 -0.64 1.56 -0.89 -0.511
O 0.44626 -2.08514 1.51088 0.40 -1.78 0.89 -0.089
H -1.04387 -0.75448 -1.87527 0.18 -0.96 0.33 0.088
H -1.09867 0.78664 -1.32818 -0.19 0.76 0.32 0.076
H 1.22287 -0.62122 -1.95517 0.60 0.04 -0.52 0.081
H 1.05619 1.08661 -1.32259 0.34 -0.47 -0.45 0.095
H 2.08283 0.38206 0.68943 0.03 0.52 -0.15 0.091
H 2.20508 -1.19392 0.00408 0.31 -0.58 0.15 0.086
H 0.06818 -0.10669 1.85037 0.71 -0.14 0.73 0.109
H -2.61469 1.87617 0.62953 -0.07 0.17 0.17 0.007
H -1.55096 0.90208 1.01304 0.00 -0.26 0.19 -0.011
O -2.00481 1.71826 1.35855 -0.04 0.00 -0.39 -0.120
```
Forces are in eV/Å.

---

[2]
Here is a 2-piece molecular cluster, C4H9O3 overall at a distorted geometry from OMol25. Energies are from ωB97M-V/def2-TZVPD.

The calculation puts the calculated total energy at -10435.8732 eV. Its HOMO-LUMO gap is 8.2 eV. The value obtained for the molar mass is 105.11 g mol⁻¹. Its charge is -1. The relative energy (zero: lowest compared OMol25 entry of this formula, charge and spin) comes out at 250.11 kJ/mol. The spin multiplicity is 1. The LUMO energy is 4.25 eV.

The geometry in XYZ format:
```
16
Properties=species:S:1:pos:R:3:forces:R:3:lowdin_charge:R:1
C -2.33097 0.57474 1.48255 0.23 4.83 -1.41 -0.266
O -1.53523 0.22328 2.52762 1.94 -1.21 2.03 -0.145
H -0.81254 -0.41599 2.35252 -0.56 0.27 -1.06 0.056
H -1.82297 1.04860 0.51666 -0.98 -1.05 2.65 0.091
H -2.86002 1.43418 1.96988 -0.67 -0.62 -0.68 0.070
H -2.97994 -0.15066 1.10228 -1.18 -1.46 -0.36 0.043
C 1.30760 -0.90002 -1.21564 1.28 2.34 2.79 -0.137
C 1.97719 0.44117 -1.50333 -0.66 -2.88 -0.51 -0.120
C 0.12285 -0.57088 -0.15004 1.83 -3.61 -2.43 -0.725
O -0.82925 0.07081 -0.53734 -0.38 1.45 -1.81 -0.051
O 0.23619 -1.27093 0.85440 0.17 -0.37 2.53 -0.050
H 1.07244 -1.43769 -2.07497 -1.09 -0.66 -1.53 0.065
H 2.13910 -1.41049 -0.75227 -0.31 -1.04 0.60 0.076
H 2.35292 0.47527 -2.45249 1.08 0.58 -2.58 0.037
H 2.66134 0.75433 -0.82062 2.80 -0.02 2.10 0.041
H 1.30128 1.13430 -1.29919 -3.51 3.43 -0.33 0.014
```
Forces are in eV/Å.

---

[3]
Here is a 2-piece molecular cluster, C4H9O3 overall at a distorted geometry from OMol25. Energies are from ωB97M-V/def2-TZVPD.

The calculation puts the calculated total energy at -10436.8990 eV. Its HOMO-LUMO gap is 8.4 eV. The value obtained for the molar mass is 105.11 g mol⁻¹. Its charge is -1. The relative energy (zero: lowest compared OMol25 entry of this formula, charge and spin) comes out at 151.14 kJ/mol. The spin multiplicity is 1. The LUMO energy is 4.10 eV.

The geometry in XYZ format:
```
16
Properties=species:S:1:pos:R:3:forces:R:3:lowdin_charge:R:1
C -1.57163 0.93263 -0.08855 0.40 0.32 -1.54 -0.192
C -2.12146 -0.49018 -0.31688 -3.97 1.79 2.41 -0.114
C -0.65014 1.03625 1.12283 0.40 -2.35 0.27 -0.772
O -0.87601 1.81371 2.01321 -1.05 2.53 1.53 -0.014
O 0.27611 0.16024 1.20168 0.03 -0.16 -1.35 -0.107
H -0.90154 1.27169 -0.92406 -0.63 -0.54 0.18 0.110
H -2.39285 1.63935 -0.11222 -0.04 0.32 0.58 0.083
H -3.16972 -0.54403 -0.88053 2.13 0.28 1.26 0.098
H -2.18522 -0.99515 0.69395 -0.35 0.49 -1.09 0.090
H -1.46325 -1.02107 -0.82968 2.86 -2.52 -2.43 -0.010
C 2.86224 -0.90075 -0.24836 -2.54 0.25 -1.36 -0.198
O 2.08111 0.17372 -0.76580 -2.04 1.39 0.69 -0.251
H 1.14888 0.29102 -0.27068 2.53 -0.94 -0.15 0.074
H 2.60290 -1.10859 0.81502 0.48 0.02 -0.68 0.073
H 2.49102 -1.71047 -0.95803 1.37 -0.14 1.30 0.078
H 3.86955 -0.54835 -0.45192 0.42 -0.74 0.37 0.054
```
Forces are in eV/Å.